Below is a molecular structure, C26H28NO5RbS3Sb at a distorted geometry, with properties calculated with ωB97M-V/def2-TZVPD.

Geometry (Å):
1 Rb -2.0023 -0.6480 -0.6517
2 O -4.8719 -1.1714 3.4395
3 C -4.5153 -0.7629 2.2058
4 O -3.7708 0.1741 2.0555
5 C -5.0700 -1.5818 1.1061
6 C -5.9649 -2.6292 1.2974
7 C -6.2867 -3.4118 0.1969
8 C -5.6935 -3.1309 -1.0186
9 C -4.8319 -2.0312 -1.1218
10 N -4.5549 -1.2717 -0.0792
11 C -4.0544 -1.7269 -2.4498
12 O -4.0351 -2.6521 -3.2613
13 O -3.5343 -0.6065 -2.5117
14 H -4.3687 -0.6509 4.0859
15 H -6.3844 -2.8289 2.2729
16 H -6.9682 -4.2472 0.2996
17 H -5.8604 -3.7313 -1.8991
18 O -0.3737 -2.1768 0.3363
19 C 0.9362 -2.0494 0.5527
20 C 1.2259 -0.8948 1.5113
21 C 0.3067 -0.1730 2.2069
22 C 0.8791 0.7881 3.0747
23 C 2.2335 0.7814 3.0391
24 S 2.8336 -0.3893 1.9208
25 C 1.6329 -1.7771 -0.7742
26 C 2.9183 -1.8107 -1.2206
27 C 3.0083 -1.5531 -2.6067
28 C 1.7887 -1.3448 -3.1671
29 S 0.5070 -1.5017 -2.0351
30 C 1.5888 -3.3036 1.1456
31 C 2.0747 -3.5369 2.3960
32 C 2.5375 -4.8599 2.5839
33 C 2.3774 -5.6263 1.4760
34 S 1.6647 -4.7365 0.1811
35 H -0.7546 -0.3541 2.1371
36 H 0.2919 1.4365 3.7048
37 H 2.9240 1.3597 3.6231
38 H 3.7637 -2.0228 -0.5893
39 H 3.9399 -1.5333 -3.1493
40 H 1.5585 -1.1363 -4.1940
41 H 2.1221 -2.7839 3.1644
42 H 2.9647 -5.2110 3.5094
43 H 2.6306 -6.6587 1.3311
44 C 3.7172 3.6197 -1.0078
45 C 3.0182 2.6055 -0.1239
46 Sb 0.8766 2.2157 -0.5414
47 C 0.8723 2.6799 -2.6992
48 C 0.9444 4.1262 -3.1544
49 C 0.0117 4.1324 0.1702
50 C 0.8848 5.3572 0.3686
51 H 4.7708 3.6941 -0.7367
52 H 3.2747 4.6067 -0.8950
53 H 3.6677 3.3344 -2.0564
54 H 3.0736 2.9086 0.9226
55 H 3.5062 1.6321 -0.1993
56 H -0.0510 2.2303 -3.0726
57 H 1.7040 2.1061 -3.1105
58 H 0.0823 4.6923 -2.8065
59 H 0.9464 4.1619 -4.2457
60 H 1.8477 4.6187 -2.8023
61 H -0.4553 3.8719 1.1217
62 H -0.7904 4.3555 -0.5349
63 H 1.7271 5.1403 1.0233
64 H 0.2943 6.1505 0.8336
65 H 1.2641 5.7368 -0.5776

Force components x, y, z for each atom (eV/Å):
Rb 0.4754 1.4232 1.1933
O -0.2691 -0.3648 0.2288
C 0.4703 0.7164 0.5305
O -0.0132 -0.1348 -0.0504
C -0.3912 -0.5042 -0.2011
C 0.1543 0.2627 0.1713
C 0.0315 0.0497 -0.1731
C 0.0212 0.1393 0.0000
C 0.0422 -0.2997 -0.4507
N -0.3995 -0.0921 0.2093
C -0.8914 -0.3636 -0.0217
O -0.1560 -0.5968 -0.2493
O -0.6539 0.7157 -1.0455
H -0.0737 0.0504 -0.2979
H 0.0762 -0.0030 0.0383
H -0.0086 0.0181 0.0062
H 0.0355 -0.0439 -0.0729
O 0.2314 -0.7112 0.4773
C 0.4839 -0.1152 0.2421
C 0.2709 0.0997 0.2834
C -0.0885 -0.3526 -0.0828
C -0.0103 0.0974 0.1176
C 0.3898 -0.1488 -0.1942
S -0.4575 0.3126 0.1880
C -0.1629 -0.1287 -0.1159
C -0.2026 0.1484 0.3294
C 0.0862 0.1414 -0.2249
C -0.3504 0.0647 -0.2276
S 1.1409 -0.1655 -0.5149
C -0.1468 -0.2823 0.0000
C -0.0238 0.1969 -0.1053
C 0.0129 -0.2664 0.0450
C -0.1660 0.0899 -0.3830
S 0.1387 0.0184 0.5045
H -0.0281 -0.0722 -0.1350
H -0.0029 0.1096 0.1103
H 0.0851 0.2126 0.0615
H 0.1360 -0.0669 0.1521
H 0.0777 0.0126 -0.1336
H 0.0439 0.0263 -0.2506
H -0.0554 0.0994 0.0492
H 0.0557 -0.1171 0.0799
H 0.0769 -0.2069 0.0353
C -0.0159 0.0032 0.0428
C -0.5401 -0.1230 -0.1426
Sb 0.3099 0.6265 -0.1872
C 0.0034 -0.1283 0.5067
C 0.0224 -0.0699 -0.0140
C 0.1708 -0.5266 -0.1148
C -0.0708 -0.0318 -0.0192
H 0.1472 0.0516 -0.0160
H 0.0159 0.1110 -0.0891
H -0.0026 0.0246 -0.1190
H -0.0752 -0.0766 0.0784
H -0.1048 -0.0120 0.0358
H 0.0869 -0.1275 0.0087
H -0.0137 -0.1269 -0.0372
H -0.0361 0.1169 0.0431
H -0.0154 0.1408 -0.0765
H 0.0228 0.0995 0.0163
H -0.0931 -0.0711 -0.0441
H -0.1131 -0.0606 0.0081
H 0.1244 0.0457 0.0199
H 0.0853 0.1212 0.0257
H 0.1071 0.0451 -0.0487

The HOMO energy comes out at -5.125 eV. Its charge is -1. The HOMO-LUMO gap is 0.266 Eh. For the energy above the lowest of the compared OMol25 structures with the same formula, charge and spin, the calculation gives 37.73 kcal/mol. The value obtained for the largest force on an atom is 1.92 eV Å⁻¹. The total energy comes out at -78843.8382 eV.